The following is a quantum chemistry calculation of 2 unconnected molecules or ions with the total composition C6H13N3O4, from the Open Molecules 2025 dataset.

Charge = 0
Energy above the lowest of the compared OMol25 structures with the same formula, charge and spin = 146.9 kJ/mol
Gap between HOMO and LUMO (alpha / beta) = 9.3 / 8.4 eV

Bonds (Å) are listed after each position.
Atoms and positions in Å:
1 C 1.447 1.517 0.735  O11 1.398, O12 1.448, H14 1.131, H15 1.075
2 C 2.542 -0.278 -0.165  C3 1.547, N8 1.439, O11 1.473, O13 1.412
3 C 3.978 0.229 -0.434  C2 1.547, H16 1.082, H17 1.071, H18 1.144
4 C -2.956 0.894 0.789  C6 1.636, H19 1.184, H20 1.051, H21 1.083
5 C -3.374 -0.712 -1.175  C6 1.502, H22 1.163, H23 1.091, H24 1.031
6 C -2.523 -0.497 0.044  C4 1.636, C5 1.502, N7 1.486, H25 1.118
7 N -1.094 -0.370 -0.345  C6 1.486, N9 1.178
8 N 1.525 0.091 -1.115  C2 1.439, O12 1.399
9 N -0.289 -1.224 -0.247  N7 1.178, O10 1.189
10 O 0.014 -2.329 0.069  N9 1.189
11 O 2.082 0.325 1.097  C1 1.398, C2 1.473
12 O 1.010 1.297 -0.628  C1 1.448, N8 1.399
13 O 2.553 -1.676 0.033  C2 1.412, H26 1.002
14 H 0.537 1.613 1.400  C1 1.131
15 H 2.142 2.320 0.903  C1 1.075
16 H 4.430 -0.096 0.494  C3 1.082
17 H 4.036 1.292 -0.556  C3 1.071
18 H 4.266 -0.372 -1.364  C3 1.144
19 H -4.132 0.845 0.919  C4 1.184
20 H -2.510 0.920 1.740  C4 1.051
21 H -2.720 1.761 0.184  C4 1.083
22 H -4.434 -0.920 -0.744  C5 1.163
23 H -2.952 -1.627 -1.593  C5 1.091
24 H -3.461 0.050 -1.864  C5 1.031
25 H -2.536 -1.319 0.800  C6 1.118
26 H 2.418 -1.735 1.025  O13 1.002

These are the Mulliken partial charges, in e, on atoms 1 to 6:
1. C -0.151
2. C 1.007
3. C -1.103
4. C -1.257
5. C -1.278
6. C 0.315